Entry 1:
{"formula": "CH6O2", "method": "the ωB97M-V functional and the def2-TZVPD basis", "elements": ["C", "O", "H", "H", "H", "H", "O", "H", "H"], "coordinates": [[1.06784, -0.22930, 0.34920], [1.18280, 0.27591, 1.63684], [0.00673, -0.21963, 0.04825], [1.43465, -1.26885, 0.31190], [1.64391, 0.37316, -0.37315], [0.68743, 1.11985, 1.58424], [-2.17526, 0.15406, -0.86389], [-1.67639, -0.69316, -0.90388], [-2.17172, 0.48792, -1.78952]], "atomic_forces_ev_per_a": [[-0.2464, -0.6974, -1.2429], [-0.4233, 1.2517, 0.6796], [0.4597, -0.0969, -0.1185], [-0.0691, 0.4452, 0.1410], [-0.1106, -0.2337, 0.0459], [0.5458, -0.6554, 0.5692], [0.4650, -0.4926, -0.9941], [-0.6235, 0.8704, -0.0488], [0.0022, -0.3914, 0.9686]], "orbital_gap_ev": 11.02, "relative_energy_ev": 0.311, "e_tot_ha": -192.14676}

Entry 2:
{"formula": "C5H10O", "method": "the ωB97M-V functional and the def2-TZVPD basis", "elements": ["C", "C", "C", "C", "C", "O", "H", "H", "H", "H", "H", "H", "H", "H", "H", "H"], "coordinates": [[1.83107, -1.22127, 0.13928], [1.10632, 0.03296, -0.43598], [0.77887, 1.43755, 0.20265], [-0.43098, 0.76565, -0.33675], [-1.38942, 0.15875, 0.52221], [-1.91554, -0.95218, -0.20514], [1.71724, -1.56623, 1.21247], [1.44329, -2.28040, -0.24485], [3.07328, -0.99695, 0.06364], [1.82730, 0.46408, -1.25539], [1.08926, 2.50063, -0.24306], [1.14970, 1.54299, 1.37330], [-0.81082, 1.13039, -1.27200], [-0.75621, -0.50588, 1.25872], [-2.29938, 0.74693, 1.23280], [-2.48453, -0.45993, -1.03296]], "atomic_forces_ev_per_a": [[1.1933, -1.3580, 1.1615], [0.7525, 3.4577, -1.4057], [2.4573, 1.8285, 3.1285], [3.9173, 0.5274, -0.4404], [-1.3620, -3.5640, 4.4039], [-3.8002, 2.4630, -3.6906], [-0.1555, 1.5163, -0.5568], [1.2205, 2.4911, -0.4640], [-3.6150, -1.0374, -0.2028], [-2.2342, -1.5799, 0.4285], [-0.3444, -2.8118, 0.3743], [-1.9713, -0.4756, -2.6767], [0.0310, 0.2510, -0.4335], [-1.1811, 1.8809, -0.4351], [2.8532, -1.1583, -2.4576], [2.2388, -2.4307, 3.2665]], "orbital_gap_ev": 10.14, "relative_energy_ev": 5.487, "e_tot_ha": -271.55099}